[1]
{
  "formula": "C5H8O2",
  "method": "wB97M-V/def2-TZVPD",
  "smiles": "C/C=C/[C@@H](O)C=O",
  "gap_ev": 10.64,
  "charge": 0,
  "fmax_ev_per_a": 0.43,
  "homo_ha": -0.35699,
  "e_above_lowest_kcal_mol": 31.3,
  "total_energy_ha": -345.7552,
  "elements": ["O", "C", "H", "H", "H", "O", "H", "H", "C", "H", "H", "C", "H", "C", "C"],
  "xyz": [[-0.5291, 1.0354, -2.6808], [-0.3434, 0.3263, 2.4366], [0.3327, 0.7435, 3.1849], [-1.2403, 0.9541, 2.4479], [1.5034, -0.9329, -1.3867], [-0.3398, -1.5099, -2.0603], [-0.9094, -0.9400, -2.5978], [0.8620, 1.1587, 0.7730], [0.2520, 0.2983, 1.0527], [0.9217, 1.5737, -1.3763], [-0.6461, -0.6714, 2.7682], [0.2887, 0.7829, -1.8288], [-0.6022, -1.5261, 0.4078], [0.4476, -0.6381, -1.2973], [0.0022, -0.6544, 0.1569]],
  "forces_ev_per_a": [[0.3, 0.0, 0.3], [0.0, -0.1, 0.0], [0.1, -0.1, -0.1], [0.1, 0.0, 0.0], [-0.1, 0.0, 0.0], [0.0, -0.1, 0.0], [-0.1, 0.0, -0.1], [-0.1, -0.1, 0.1], [-0.2, -0.1, 0.0], [-0.1, -0.2, -0.1], [0.1, 0.1, -0.1], [-0.2, 0.0, -0.1], [0.1, 0.2, 0.0], [0.1, 0.2, 0.1], [0.1, 0.2, 0.1]]
}

[2]
{
  "formula": "C5H8O2",
  "method": "wB97M-V/def2-TZVPD",
  "smiles": "C#CCOCCO",
  "gap_ev": 10.97,
  "charge": 0,
  "fmax_ev_per_a": 1.01,
  "homo_ha": -0.37090,
  "e_above_lowest_kcal_mol": 72.9,
  "total_energy_ha": -345.6887,
  "elements": ["H", "C", "H", "H", "C", "H", "O", "H", "H", "C", "O", "H", "H", "C", "C"],
  "xyz": [[-1.5164, -0.3882, -1.3697], [0.8289, 0.5501, -0.7433], [2.0122, -0.1276, 1.3404], [1.4046, -0.1703, -1.3493], [-3.2141, -1.3986, 1.2452], [-0.8584, -1.8527, -0.6927], [-0.1284, -0.0526, 0.1336], [1.4408, 2.2168, 0.5451], [2.5656, 1.6807, -0.7261], [-1.1818, -0.8358, -0.4311], [2.6211, 0.5178, 0.9418], [0.3899, 1.2632, -1.4655], [-3.9305, -1.6639, 1.9997], [-2.3071, -1.0625, 0.5188], [1.8736, 1.3237, 0.0529]],
  "forces_ev_per_a": [[-0.3, 0.2, 0.1], [0.1, 0.0, -0.3], [0.2, 0.4, -0.1], [-0.4, -0.3, 0.3], [0.9, 0.4, -0.2], [0.4, 0.2, 0.0], [0.0, 0.1, 0.1], [0.1, -0.5, 0.0], [0.0, 0.1, 0.4], [0.0, -0.2, 0.0], [-0.4, -0.3, 0.1], [-0.3, -0.3, 0.3], [0.1, 0.1, -0.4], [-0.2, 0.0, 0.2], [-0.2, 0.2, -0.4]]
}